# 1
# C5H11NO

The molecule C5H11NO (wB97M-V/def2-TZVPD, the Open Molecules 2025 dataset).

Last column: Löwdin charge in e.
Positions of all 18 atoms, in Å:
C  -1.94704  -0.92909  -0.33142  -0.080
C  -1.54707  0.33452  0.41588  -0.197
N  -0.07624  0.44811  0.57160  -0.234
C  0.40013  0.36651  1.81337  -0.003
C  0.60915  0.59519  -0.56550  -0.124
C  2.07572  0.37561  -0.66499  -0.269
O  2.39351  -0.40118  -1.81399  -0.077
H  -3.03808  -0.99644  -0.38827  0.077
H  -1.57145  -1.81660  0.18773  0.083
H  -1.54936  -0.93182  -1.34911  0.067
H  -1.88293  1.23079  -0.11338  0.125
H  -1.98274  0.35747  1.41605  0.110
H  1.44302  0.57145  2.00130  0.054
H  -0.26613  0.05870  2.60498  0.052
H  0.03832  0.81571  -1.45934  0.116
H  2.65960  1.29768  -0.78271  0.118
H  2.43491  -0.11366  0.25822  0.102
H  1.81871  -1.17719  -1.77323  0.081

## Properties
F_max	0.4	eV/Å
E_HOMO	-6.757	eV
ΔE to the lowest compared entry with this formula, charge and spin	73.6	kcal/mol
2S+1	1



# 2
# C6H11N

The molecule C6H11N in a non-equilibrium geometry (wB97M-V/def2-TZVPD, the Open Molecules 2025 dataset).

Last column: Löwdin charge in e.
Positions of all 18 atoms, in Å:
C  1.82262  0.79697  -1.28150  -0.094
C  0.83391  -0.19751  -0.55159  -0.360
C  -0.66800  -0.53213  -0.89828  -0.142
C  -1.15055  -0.80381  0.44886  -0.474
C  -2.30216  -0.05584  1.20276  0.030
N  -0.80485  0.19742  1.23317  -0.122
C  0.58852  0.42397  0.93103  -0.159
H  1.28729  1.71049  -1.18019  0.034
H  2.58619  0.72431  -2.32807  0.145
H  2.61267  0.61741  -0.40203  0.091
H  1.20887  -1.33681  -0.47126  0.153
H  -0.72090  -1.56061  -1.48030  0.145
H  -1.27843  0.41714  -1.21703  0.146
H  -0.82621  -1.68432  0.85233  0.105
H  -2.95429  -0.50202  2.18780  0.155
H  -2.72987  0.77315  0.47501  0.118
H  1.02749  1.37436  1.02373  0.068
H  1.46773  -0.36216  1.45555  0.162

## Properties
F_max	4.3	eV/Å
E_HOMO	-7.920	eV
ΔE to the lowest compared entry with this formula, charge and spin	168.9	kcal/mol
2S+1	1
SMILES	C[C@@H]1C[C@@H]2CN2C1



# 3
# C4H3O4

The ion C4H3O4 with charge -1 in a non-equilibrium geometry (wB97M-V/def2-TZVPD, the Open Molecules 2025 dataset).

Last column: Mulliken spin population.
Positions of all 11 atoms, in Å:
C  0.24496  0.10324  0.08081  0.687
C  -0.18570  1.34911  0.17447  0.595
C  -1.98607  -0.74384  -0.03421  0.043
C  1.73917  -0.18000  -0.04068  0.046
O  -0.35418  2.49036  0.09607  0.408
O  -2.70600  -1.73541  -0.03067  0.016
O  -0.62818  -1.00457  -0.10249  0.144
O  -2.35064  0.42877  0.06336  0.004
H  2.23529  -0.04508  0.98272  0.026
H  2.14301  0.62783  -0.89417  0.026
H  1.84834  -1.29042  -0.29520  0.007

## Properties
F_max	4.8	eV/Å
charge	-1
E_HOMO (alpha / beta)	-1.137 / -4.322	eV
expectation value of S²	2.01
2S+1	3